{
  "formula": "C4H6F2NO3P",
  "method": "the ωB97M-V functional and the def2-TZVPD basis",
  "homo_lumo_gap_ev": 10.9,
  "e_tot_ha": -977.6250,
  "e_homo_ev": -10.0,
  "species": ["C", "C", "C", "C", "N", "O", "O", "O", "F", "F", "P", "H", "H", "H", "H", "H", "H"],
  "xyz": [[-1.21937, 3.42755, 0.97321], [-2.07941, -0.47873, 0.83127], [0.74750, -0.39907, -0.29797], [-0.26778, -1.45474, -0.37391], [-1.69625, 2.54624, 0.47002], [-1.47714, -0.51516, 1.87481], [-3.31256, -0.09137, 0.65140], [-1.65941, -0.89768, -0.38296], [-5.07733, 0.84139, -0.53781], [-4.67380, -1.45881, -0.68431], [-3.85748, -0.03797, -0.77856], [-0.60728, 4.13995, 1.40913], [0.70577, -0.12989, 0.82252], [1.72974, -0.62665, -0.47475], [0.52180, 0.46195, -1.01975], [-0.28389, -1.96744, 0.64923], [-0.31046, -2.06514, -1.24957]],
  "mulliken_charge": [-0.030, 1.000, -0.941, -0.341, -0.303, -0.549, -0.181, -0.263, -0.223, -0.311, 0.287, 0.330, 0.220, 0.437, 0.225, 0.316, 0.326]
}